# 1
Formula: C22H30O2OsSi
Source: the Open Molecules 2025 dataset
Level of theory: wB97M-V/def2-TZVPD

Computed properties:
Lowest unoccupied orbital energy (spin up / spin down): -7.0 / -10.2 eV
Relative energy (zero: lowest compared OMol25 entry of this formula, charge and spin): 11.05 kcal per mole
Frontier orbital gap (spin up / spin down): 7.394 / 4.222 eV
⟨S²⟩: 6.02
HOMO level (spin up / spin down): -14.43 / -14.42 eV

Structure (ORCA input):
```
! RIJCOSX wB97M-V def2-TZVPD def2/J DEFGRID3
* xyz 2 5
C 0.38 3.25 0.79
C -0.74 3.89 0.20
C -1.91 3.42 0.88
H -0.73 4.60 -0.62
C -1.50 2.47 1.86
C -0.09 2.36 1.79
H 0.55 1.70 2.38
H 1.41 3.43 0.49
H -2.94 3.69 0.67
H -2.14 1.89 2.51
Os -0.92 1.84 -0.05
C -0.68 -0.73 -4.11
H -1.66 -0.35 -4.43
H -0.39 -1.51 -4.83
H 0.08 0.07 -4.14
Si -0.78 -1.80 -2.41
C 1.01 -1.71 -1.79
C 1.59 -0.49 -1.41
H 0.94 0.36 -1.15
C 2.98 -0.33 -1.41
H 3.39 0.68 -1.27
C 3.80 -1.44 -1.64
H 4.88 -1.29 -1.73
C 3.23 -2.72 -1.78
H 3.90 -3.59 -1.90
C 1.84 -2.85 -1.83
H 1.37 -3.83 -1.94
C -1.57 -0.17 -1.69
C -1.07 1.12 -2.11
H -0.09 1.28 -2.57
C -1.91 2.25 -2.08
H -1.55 3.19 -2.49
C -3.25 2.07 -1.70
H -3.96 2.86 -1.95
C -3.65 0.93 -1.06
H -4.69 0.80 -0.76
C -2.73 -0.13 -0.89
H -2.96 -0.98 -0.24
H -0.45 0.35 0.49
H -1.22 -3.10 -1.84
C -1.10 -0.67 3.92
O -1.04 -1.29 2.63
C -0.18 -2.43 2.61
C 1.31 -2.11 2.77
O 1.51 -0.75 2.36
C 2.86 -0.47 2.02
H -1.82 0.15 3.82
H -0.12 -0.28 4.22
H -1.46 -1.38 4.68
H -0.48 -3.13 3.41
H -0.32 -2.90 1.62
H 1.89 -2.81 2.15
H 1.59 -2.22 3.83
H 2.90 0.60 1.80
H 3.56 -0.73 2.83
H 3.16 -1.03 1.11
*
```



# 2
Formula: C15H22N4O
Source: the Open Molecules 2025 dataset
Level of theory: wB97M-V/def2-TZVPD

Computed properties:
Lowest unoccupied orbital energy: 0.7 eV
Relative energy (zero: lowest compared OMol25 entry of this formula, charge and spin): 16.27 kcal per mole
Frontier orbital gap: 8.716 eV
HOMO level: -7.97 eV
SMILES string: Cc1cc(C)nc(N2CCC(C(=O)NC3CC3)CC2)n1

Structure (ORCA input):
```
! RIJCOSX wB97M-V def2-TZVPD def2/J DEFGRID3
* xyz 0 1
C -4.26 -2.80 0.40
C -3.77 -1.39 0.31
C -4.45 -0.35 0.93
C -3.90 0.93 0.79
C -4.55 2.13 1.42
N -2.79 1.13 0.11
C -2.21 0.07 -0.46
N -1.10 0.28 -1.19
C -0.32 -0.82 -1.71
C 1.17 -0.56 -1.52
C 1.40 0.19 -0.20
C 2.90 0.29 0.06
O 3.57 1.23 -0.33
N 3.40 -0.78 0.71
C 4.77 -1.03 1.04
C 5.89 -0.64 0.12
C 5.70 0.08 1.43
C 0.77 1.58 -0.29
C -0.45 1.57 -1.23
N -2.66 -1.19 -0.38
H -5.32 -2.85 0.16
H -4.13 -3.18 1.42
H -3.70 -3.43 -0.29
H -5.36 -0.51 1.48
H -4.66 1.98 2.49
H -3.94 3.01 1.24
H -5.54 2.28 0.99
H -0.64 -1.72 -1.19
H -0.55 -0.95 -2.78
H 1.57 0.05 -2.33
H 1.71 -1.51 -1.52
H 0.92 -0.38 0.61
H 2.75 -1.51 0.98
H 4.87 -1.97 1.57
H 6.72 -1.32 0.01
H 5.63 -0.10 -0.77
H 6.40 -0.10 2.23
H 5.32 1.08 1.38
H 1.52 2.28 -0.66
H 0.46 1.91 0.71
H -1.18 2.32 -0.93
H -0.14 1.76 -2.26
*
```



# 3
Formula: C4H4Li2O12
Source: the Open Molecules 2025 dataset
Level of theory: wB97M-V/def2-TZVPD

Computed properties:
Lowest unoccupied orbital energy: 4.4 eV
Relative energy (zero: lowest compared OMol25 entry of this formula, charge and spin): 0.00 kcal per mole
Frontier orbital gap: 5.973 eV
HOMO level: -1.57 eV

Structure (ORCA input):
```
! RIJCOSX wB97M-V def2-TZVPD def2/J DEFGRID3
* xyz -2 1
Li -0.48 0.17 0.35
Li 0.77 1.55 -1.96
O 0.93 -2.72 -2.16
C 0.48 -1.58 -1.69
O -0.05 -1.70 -0.62
O 0.59 -0.53 -2.21
H 0.69 -3.20 -1.37
O -3.12 2.91 -0.98
C -2.11 2.08 -0.79
O -2.06 1.44 0.27
O -1.25 2.01 -1.66
H -3.57 2.65 -0.17
O 3.17 1.45 1.16
C 2.40 1.47 0.11
O 1.18 1.37 0.18
O 2.98 1.43 -1.03
H 4.04 1.52 0.75
O -0.93 -2.93 1.83
C -1.02 -1.95 2.70
O -0.84 -0.85 2.23
O -1.36 -2.23 3.85
H -0.45 -2.35 1.23
*
```



# 4
Formula: C32H58N2O12S6
Source: the Open Molecules 2025 dataset
Level of theory: wB97M-V/def2-TZVPD

Computed properties:
Lowest unoccupied orbital energy: 0.2 eV
Relative energy (zero: lowest compared OMol25 entry of this formula, charge and spin): 30.07 kcal per mole
Frontier orbital gap: 8.542 eV
HOMO level: -8.33 eV
SMILES string: O=S1(=O)CCCC1.O=S1(=O)CCCC1.O=S1(=O)CCCC1.O=S1(=O)CCCC1.O=S1(=O)CCCC1.O=S1(=O)CCCC1.c1cc[nH]c1.c1cc[nH]c1

Structure (ORCA input):
```
! RIJCOSX wB97M-V def2-TZVPD def2/J DEFGRID3
* xyz 0 1
O 16.43 -14.89 6.12
S 17.82 -15.28 5.97
O 18.21 -16.42 5.18
C 18.95 -13.88 5.56
C 20.18 -14.13 6.44
C 19.92 -14.96 7.74
C 18.47 -15.40 7.65
H 18.43 -13.01 5.96
H 19.15 -13.86 4.50
H 20.92 -14.65 5.83
H 20.64 -13.17 6.68
H 20.06 -14.25 8.55
H 20.60 -15.80 7.80
H 17.87 -14.64 8.15
H 18.08 -16.34 8.05
O 14.75 -18.57 4.59
S 13.88 -18.41 5.73
O 12.62 -17.67 5.65
C 13.47 -20.01 6.41
C 13.45 -19.76 7.94
C 14.78 -19.00 8.19
C 14.83 -17.86 7.19
H 14.33 -20.61 6.13
H 12.52 -20.38 6.06
H 12.59 -19.19 8.29
H 13.50 -20.76 8.37
H 15.50 -19.77 7.89
H 14.96 -18.74 9.23
H 15.79 -17.53 6.81
H 14.28 -16.95 7.45
O 11.13 -16.71 10.33
S 10.24 -15.73 9.75
O 10.73 -14.45 9.26
C 9.30 -16.35 8.38
C 7.97 -16.86 9.00
C 7.60 -15.93 10.12
C 8.86 -15.65 10.98
H 9.87 -17.04 7.77
H 9.04 -15.46 7.81
H 7.25 -16.88 8.18
H 8.14 -17.85 9.44
H 6.90 -16.42 10.80
H 7.21 -14.97 9.77
H 9.00 -16.48 11.67
H 8.93 -14.65 11.38
O 17.03 -14.74 10.49
S 15.84 -13.95 10.75
O 15.69 -13.27 12.03
C 15.85 -12.68 9.44
C 14.63 -12.97 8.54
C 14.40 -14.49 8.66
C 14.41 -14.85 10.13
H 16.80 -12.87 8.94
H 15.84 -11.67 9.83
H 13.80 -12.40 8.95
H 14.84 -12.63 7.53
H 15.14 -15.01 8.05
H 13.40 -14.60 8.23
H 14.52 -15.87 10.47
H 13.51 -14.39 10.54
O 9.42 -16.45 4.85
S 10.16 -15.29 4.34
O 10.94 -15.34 3.12
C 8.86 -14.03 4.08
C 8.86 -13.29 5.40
C 10.32 -13.11 5.83
C 11.08 -14.43 5.65
H 7.95 -14.49 3.70
H 9.26 -13.46 3.23
H 8.26 -12.39 5.41
H 8.40 -14.04 6.06
H 10.33 -12.71 6.84
H 10.77 -12.31 5.23
H 11.03 -15.07 6.54
H 12.13 -14.42 5.38
O 17.20 -15.99 17.17
S 16.16 -15.73 16.19
O 15.02 -14.87 16.43
C 16.87 -15.16 14.58
C 16.40 -16.24 13.56
C 16.40 -17.58 14.32
C 15.56 -17.32 15.54
H 17.95 -15.16 14.74
H 16.40 -14.22 14.32
H 15.38 -16.02 13.27
H 17.08 -16.38 12.72
H 17.41 -17.93 14.56
H 15.99 -18.35 13.67
H 15.34 -18.13 16.24
H 14.53 -17.12 15.20
C 19.15 -11.38 11.75
C 20.42 -11.68 12.29
C 20.89 -10.56 12.90
N 19.90 -9.60 12.88
C 18.87 -10.08 12.12
H 18.56 -12.07 11.17
H 20.96 -12.59 12.06
H 21.89 -10.29 13.21
H 20.15 -8.64 13.03
H 17.91 -9.60 12.06
C 19.43 -10.82 7.82
C 20.56 -10.78 8.68
C 21.67 -10.56 7.87
N 21.18 -10.40 6.59
C 19.84 -10.64 6.54
H 18.42 -11.08 8.12
H 20.64 -11.01 9.72
H 22.72 -10.48 8.08
H 21.72 -10.19 5.77
H 19.26 -10.76 5.64
*
```



# 5
Formula: C27H35FN4O2S
Source: the Open Molecules 2025 dataset
Level of theory: wB97M-V/def2-TZVPD

Computed properties:
Lowest unoccupied orbital energy: 0.7 eV
Relative energy (zero: lowest compared OMol25 entry of this formula, charge and spin): 3.34 kcal per mole
Frontier orbital gap: 8.551 eV
HOMO level: -7.87 eV
SMILES string: CCN(CC)CCCNC(=O)C1CCN(C(=O)c2cc3sccc3n2Cc2ccc(F)cc2)CC1

Structure (ORCA input):
```
! RIJCOSX wB97M-V def2-TZVPD def2/J DEFGRID3
* xyz 0 1
C -7.40 -0.92 -2.64
C -8.07 -0.19 -1.47
N -7.21 -0.18 -0.30
C -7.92 -0.22 0.96
C -8.89 0.94 1.23
C -6.14 0.81 -0.35
C -4.84 0.27 0.24
C -4.37 -0.97 -0.52
N -3.18 -1.55 0.07
C -1.95 -1.39 -0.46
O -1.75 -0.88 -1.54
C -0.82 -1.95 0.42
C -0.62 -1.05 1.64
C 0.60 -1.51 2.44
N 1.78 -1.50 1.60
C 2.68 -0.50 1.75
O 2.58 0.32 2.66
C 3.82 -0.44 0.81
C 4.69 -1.43 0.40
C 5.63 -0.80 -0.43
S 7.03 -1.16 -1.38
C 7.14 0.51 -1.85
C 6.17 1.31 -1.32
C 5.30 0.56 -0.50
N 4.20 0.76 0.27
C 3.60 2.04 0.55
C 2.12 2.08 0.26
C 1.61 1.54 -0.92
C 0.25 1.59 -1.19
C -0.59 2.19 -0.26
F -1.91 2.25 -0.51
C -0.11 2.72 0.92
C 1.25 2.66 1.17
C 1.67 -2.38 0.46
C 0.47 -2.00 -0.40
H -6.50 -0.41 -2.96
H -8.09 -0.96 -3.48
H -7.14 -1.93 -2.35
H -8.36 0.82 -1.79
H -8.98 -0.73 -1.21
H -7.18 -0.25 1.76
H -8.48 -1.16 0.99
H -9.68 0.97 0.48
H -8.37 1.90 1.21
H -9.34 0.82 2.21
H -6.42 1.74 0.17
H -5.96 1.07 -1.40
H -4.08 1.04 0.20
H -5.00 0.01 1.29
H -4.10 -0.69 -1.54
H -5.17 -1.71 -0.54
H -3.28 -1.92 1.00
H -1.09 -2.95 0.75
H -0.45 -0.02 1.31
H -1.50 -1.06 2.29
H 0.45 -2.53 2.81
H 0.79 -0.84 3.28
H 4.68 -2.46 0.69
H 7.93 0.80 -2.50
H 6.10 2.36 -1.50
H 4.11 2.79 -0.07
H 3.76 2.29 1.61
H 2.28 1.08 -1.63
H -0.17 1.16 -2.08
H -0.79 3.17 1.62
H 1.64 3.06 2.10
H 1.55 -3.40 0.84
H 2.57 -2.33 -0.14
H 0.63 -1.02 -0.84
H 0.36 -2.71 -1.22
*
```



# 6
Formula: C3H4N2O
Source: the Open Molecules 2025 dataset
Level of theory: wB97M-V/def2-TZVPD

Computed properties:
Lowest unoccupied orbital energy (spin up / spin down): -0.1 / 0.3 eV
Relative energy (zero: lowest compared OMol25 entry of this formula, charge and spin): 109.37 kcal per mole
Frontier orbital gap (spin up / spin down): 7.846 / 7.970 eV
HOMO level (spin up / spin down): -7.98 / -7.67 eV

Structure (ORCA input):
```
! RIJCOSX wB97M-V def2-TZVPD def2/J DEFGRID3
* xyz 0 1
C -0.58 -0.40 -1.24
C 1.44 -1.08 0.75
C -0.29 0.29 -0.05
N -1.08 -0.83 -2.21
N -1.20 1.35 0.20
O 0.58 -0.10 0.88
H 1.47 -1.92 0.09
H 2.19 -1.00 1.66
H -1.81 1.54 -0.52
H -0.73 2.15 0.44
*
```



# 7
Formula: C3H4Cl2F2NOS
Source: the Open Molecules 2025 dataset
Level of theory: wB97M-V/def2-TZVPD

Computed properties:
Lowest unoccupied orbital energy: -5.1 eV
Relative energy (zero: lowest compared OMol25 entry of this formula, charge and spin): 4.35 kcal per mole
Frontier orbital gap: 9.973 eV
HOMO level: -15.12 eV

Structure (ORCA input):
```
! RIJCOSX wB97M-V def2-TZVPD def2/J DEFGRID3
* xyz 1 1
C -0.87 -0.88 -1.07
C -1.81 0.53 0.78
C 2.24 0.00 -0.08
N -0.62 -0.18 0.21
O -0.47 -1.93 -1.30
F -1.69 -0.08 -1.75
F -0.09 -1.02 1.12
S 0.98 1.14 -0.12
Cl 3.09 1.80 -0.33
Cl 2.77 -0.94 1.28
H -1.35 1.11 1.52
H -2.16 1.19 -0.10
H -2.56 -0.26 0.95
H 2.54 -0.49 -1.11
*
```



# 8
Formula: C22H24N4O3
Source: the Open Molecules 2025 dataset
Level of theory: wB97M-V/def2-TZVPD

Computed properties:
Lowest unoccupied orbital energy: 0.7 eV
Relative energy (zero: lowest compared OMol25 entry of this formula, charge and spin): 40.09 kcal per mole
Frontier orbital gap: 8.590 eV
HOMO level: -7.91 eV
SMILES string: CCc1ccc(NC(=O)CCCn2nc(CC)n3c(cc4occc43)c2=O)cc1

Structure (ORCA input):
```
! RIJCOSX wB97M-V def2-TZVPD def2/J DEFGRID3
* xyz 0 1
C 0.97 -4.35 -2.65
C 2.04 -3.27 -2.54
C 1.89 -2.32 -1.38
C 0.84 -2.38 -0.47
C 0.74 -1.47 0.56
C 1.69 -0.47 0.71
N 1.63 0.51 1.72
C 0.66 0.72 2.64
O -0.31 0.00 2.79
C 0.88 1.95 3.51
C -0.42 2.75 3.64
C -0.69 3.58 2.38
N -0.75 2.74 1.20
N -1.82 1.92 1.15
C -1.93 1.04 0.24
C -3.07 0.08 0.24
C -3.84 0.12 1.55
N -1.00 0.94 -0.78
C 0.11 1.79 -0.79
C 0.91 1.53 -1.88
C 0.27 0.48 -2.56
O 0.42 -0.29 -3.65
C -0.65 -1.13 -3.65
C -1.49 -0.93 -2.59
C -0.90 0.13 -1.86
C 0.30 2.72 0.31
O 1.29 3.42 0.47
C 2.75 -0.41 -0.19
C 2.84 -1.32 -1.21
H -0.01 -3.90 -2.77
H 1.17 -4.98 -3.51
H 0.96 -4.98 -1.76
H 3.02 -3.75 -2.46
H 2.06 -2.68 -3.46
H 0.08 -3.14 -0.56
H -0.08 -1.53 1.26
H 2.36 1.21 1.65
H 1.18 1.59 4.50
H 1.68 2.58 3.11
H -0.37 3.42 4.49
H -1.24 2.05 3.79
H 0.11 4.30 2.21
H -1.65 4.10 2.48
H -3.74 0.30 -0.60
H -2.66 -0.92 0.08
H -4.27 1.10 1.71
H -3.16 -0.09 2.38
H -4.64 -0.62 1.55
H 1.82 2.04 -2.13
H -0.71 -1.83 -4.46
H -2.39 -1.46 -2.39
H 3.50 0.37 -0.08
H 3.67 -1.26 -1.91
*
```